Here is H5NP4 in the gas phase from the OMol25 dataset. Energies are from wB97M-V/def2-TZVPD.

Values from the calculation:
Highest occupied orbital energy   -8.514 eV
ΔE to the lowest compared entry with this formula, charge and spin   9.7 kcal/mol
Molecular weight   142.9 g mol⁻¹
E   -1423.0751 Ha
E_LUMO   -0.020 Eh
Net charge   0

Positions of all 10 atoms, in Å:
N  0.07  -0.32  0.26
H  -3.67  0.54  -0.24
H  3.84  0.62  0.84
H  -1.79  1.24  -0.57
P  -1.57  -1.12  0.35
H  3.08  -0.34  -0.98
P  1.36  -1.02  0.74
H  -1.57  -1.11  -0.99
P  -2.49  0.87  0.54
P  2.74  0.64  0.05

And the Mulliken charges, in e, turn out to be:
1 N -0.107
2 H 0.059
3 H 0.054
4 H 0.079
5 P -0.009
6 H 0.075
7 P 0.046
8 H 0.069
9 P -0.109
10 P -0.156